Version A
DFT (ωB97M-V/def2-TZVPD) results for a cluster of 2 separate species, C3H12N2O in total.

- LUMO (eV) = 0.9
- SMILES string = NCCCN.O
- HOMO level (eV) = -9.4159
- Kohn-Sham gap (hartree) = 0.3789

Geometry (Å):
C1 -1.57 -0.55 0.26
C2 -0.42 0.03 -0.61
C3 0.84 -0.81 -0.54
N1 2.06 0.04 -0.57
N2 -2.89 0.01 0.05
H1 -1.20 -0.32 1.26
H2 -1.60 -1.63 0.15
H3 -0.22 1.03 -0.21
H4 -0.65 0.29 -1.65
H5 0.91 -1.29 0.44
H6 0.84 -1.62 -1.27
H7 2.28 0.28 -1.52
H8 2.84 -0.52 -0.24
H9 -2.81 1.02 0.03
H10 -3.26 -0.28 -0.84
H11 1.89 1.04 1.13
H12 1.03 1.76 2.13
O1 1.95 1.54 1.97

Version B
DFT (ωB97M-V/def2-TZVPD) results for a cluster of 2 separate species, C3H12N2O in total.

- LUMO (eV) = 0.7
- SMILES string = NCCCN.O
- HOMO level (eV) = -8.7995
- Kohn-Sham gap (hartree) = 0.3493

Geometry (Å):
C1 1.05 -0.12 -0.38
C2 0.03 -1.21 -0.70
C3 -1.38 -0.88 -0.20
N1 -1.97 0.30 -0.81
N2 2.06 -0.01 -1.40
H1 1.47 -0.30 0.63
H2 0.54 0.84 -0.26
H3 0.33 -2.16 -0.21
H4 0.03 -1.41 -1.78
H5 -2.02 -1.75 -0.40
H6 -1.32 -0.73 0.87
H7 -1.67 0.51 -1.75
H8 -2.03 1.12 -0.24
H9 2.63 0.82 -1.36
H10 2.68 -0.82 -1.42
H11 -0.16 1.19 2.87
H12 0.22 2.55 3.48
O1 -0.50 2.07 3.05

So which one is most stable? That would be version A, about 15.5 kJ/mol below the next structure.

Version A
DFT (ωB97M-V/def2-TZVPD) results for an isolated molecule of C5H8O2S.

- LUMO (eV) = 0.7
- SMILES string = O[C@@H]1[C@@H]2S[C@H]2C[C@@H]1O
- HOMO level (eV) = -8.8724
- Kohn-Sham gap (hartree) = 0.3505

Geometry (Å):
C1 0.87 0.53 -0.18
C2 -0.20 0.36 -1.37
C3 -1.16 -0.56 -0.64
C4 -1.26 0.13 0.67
C5 0.18 -0.05 1.16
H1 2.59 0.36 -1.05
H2 1.03 1.61 -0.04
H3 -0.64 1.33 -1.64
H4 0.25 -0.09 -2.26
H5 -0.69 -1.54 -0.51
H6 -1.43 1.20 0.55
H7 0.41 0.58 2.02
H8 0.15 -1.68 2.15
O1 2.06 -0.14 -0.39
O2 0.61 -1.35 1.37
S1 -2.78 -0.70 0.15

Version B
DFT (ωB97M-V/def2-TZVPD) results for an isolated molecule of C5H8O2S.

- LUMO (eV) = -0.6
- HOMO level (eV) = -9.0819
- Kohn-Sham gap (hartree) = 0.3118

Geometry (Å):
C1 1.17 1.20 0.16
C2 2.50 0.52 0.48
C3 -0.08 0.42 0.15
C4 -0.04 -0.98 0.74
C5 -1.04 0.47 -0.96
O1 4.87 -0.61 0.31
O2 -0.09 1.52 0.98
S1 3.97 0.22 -0.41
H1 1.08 1.80 -0.64
H2 2.58 -0.03 1.45
H3 -1.04 -1.23 0.77
H4 0.40 -0.88 1.70
H5 0.73 -1.58 0.17
H6 -1.93 0.36 -0.54
H7 -0.80 -0.30 -1.68
H8 -1.00 1.47 -1.36

So which one is most stable? That would be version A, about 100.9 kJ/mol below the next structure.